No. 1
Computed, not measured: a molecular structure, C39H49BN7PS3Yb in a non-equilibrium geometry, with the ωB97M-V functional and the def2-TZVPD basis.

Values from the calculation:
E_HOMO (spin up / spin down), eV: -10.31 / -10.31
Net charge: +1
Kohn-Sham gap (spin up / spin down), eV: 7.882 / 7.373
Calculated total energy, eV: -125668.618
Relative energy (zero: lowest compared OMol25 entry of this formula, charge and spin), kcal/mol: 4.6
Spin multiplicity: 2
⟨S²⟩: 0.75

Each line ends with the Löwdin spin population.
Element x y z (Å)
Yb1 0.33 -0.28 -0.19  0.996
C1 -2.04 4.34 0.31  0.000
C2 -0.76 4.65 1.11  0.000
C3 -1.02 5.48 2.41  0.000
C4 0.24 5.44 0.22  0.000
N1 -0.17 3.31 1.55  0.000
C5 -0.38 2.54 2.72  0.000
C6 0.48 1.48 2.64  0.000
N2 1.28 1.55 1.49  0.000
B1 2.79 1.22 1.54  0.000
N3 3.58 1.37 0.09  0.000
C7 4.12 2.60 -0.30  0.000
C8 4.44 2.57 -1.61  0.000
N4 4.23 1.28 -2.06  0.000
C9 3.62 0.55 -1.05  0.000
S1 2.91 -1.00 -1.23  -0.001
C10 4.48 0.70 -3.41  0.000
C11 5.15 -0.67 -3.27  0.000
C12 3.12 0.54 -4.15  0.000
C13 5.34 1.64 -4.31  0.000
N5 3.05 -0.14 2.26  0.000
C14 4.41 -0.43 2.48  0.000
C15 4.47 -1.69 3.02  0.000
N6 3.17 -2.23 3.08  0.000
C16 2.30 -1.27 2.59  0.000
S2 0.64 -1.56 2.30  -0.001
C17 2.88 -3.58 3.66  0.000
C18 2.58 -4.54 2.52  0.000
C19 4.09 -4.06 4.45  0.000
C20 1.70 -3.43 4.68  0.000
C21 0.62 2.57 0.70  0.000
S3 0.62 2.52 -0.99  -0.002
H1 -2.62 5.26 0.00  0.000
H2 -2.71 3.71 0.92  0.000
H3 -1.76 3.76 -0.60  0.000
H4 -1.40 6.47 2.23  0.000
H5 -0.07 5.60 3.00  0.000
H6 -1.77 5.00 3.05  0.000
H7 -0.11 6.52 0.18  0.000
H8 0.30 5.00 -0.76  0.000
H9 1.27 5.37 0.68  0.000
H10 -1.07 2.82 3.50  0.000
H11 0.48 0.67 3.40  0.000
H12 3.37 2.08 2.16  0.000
H13 4.18 3.46 0.40  0.000
H14 4.73 3.36 -2.26  0.000
H15 4.35 -1.41 -3.07  0.000
H16 6.02 -0.67 -2.53  0.000
H17 5.51 -0.94 -4.27  0.000
H18 2.28 0.51 -3.47  0.000
H19 3.21 -0.42 -4.70  0.000
H20 2.97 1.37 -4.90  0.000
H21 6.35 1.81 -3.89  0.000
H22 4.88 2.61 -4.38  0.000
H23 5.52 1.16 -5.31  0.000
H24 5.22 0.27 2.35  0.000
H25 5.33 -2.28 3.34  0.000
H26 3.50 -4.82 1.98  0.000
H27 1.86 -4.03 1.85  0.000
H28 2.10 -5.45 2.86  0.000
H29 4.91 -4.41 3.85  0.000
H30 3.73 -4.87 5.08  0.000
H31 4.48 -3.31 5.13  0.000
H32 0.84 -3.16 4.03  0.000
H33 1.87 -2.60 5.42  0.000
H34 1.49 -4.35 5.32  0.000
N7 -1.63 -1.09 -0.89  0.005
P1 -3.17 -1.10 -1.17  0.002
C22 -3.95 0.24 -2.03  0.001
C23 -3.25 1.17 -2.81  0.000
C24 -3.90 2.06 -3.65  0.000
C25 -5.30 1.96 -3.67  0.000
C26 -6.02 1.14 -2.78  0.000
C27 -5.34 0.18 -2.02  0.000
C28 -3.69 -2.62 -2.09  0.000
C29 -3.28 -3.82 -1.51  0.000
C30 -3.55 -5.03 -2.16  0.000
C31 -4.19 -5.07 -3.36  0.000
C32 -4.62 -3.86 -3.91  0.000
C33 -4.41 -2.65 -3.29  0.000
C34 -3.97 -1.19 0.48  0.000
C35 -3.39 -0.38 1.48  0.000
C36 -3.94 -0.39 2.77  0.000
C37 -5.04 -1.18 3.04  0.000
C38 -5.59 -1.95 2.07  0.000
C39 -5.06 -1.94 0.77  0.000
H35 -2.11 1.07 -2.78  0.000
H36 -3.35 2.80 -4.18  0.000
H37 -5.78 2.61 -4.40  0.000
H38 -7.09 1.25 -2.77  0.000
H39 -5.84 -0.64 -1.45  0.000
H40 -2.71 -3.81 -0.56  0.000
H41 -3.32 -5.96 -1.67  0.000
H42 -4.36 -6.01 -3.84  0.000
H43 -5.19 -3.89 -4.80  0.000
H44 -4.83 -1.75 -3.70  0.000
H45 -2.51 0.20 1.23  0.000
H46 -3.52 0.25 3.57  0.000
H47 -5.46 -1.26 4.03  0.000
H48 -6.53 -2.45 2.25  0.000
H49 -5.63 -2.44 -0.04  0.000

No. 2
Computed, not measured: a molecular structure, C3H10IInPS in a non-equilibrium geometry, with the ωB97M-V functional and the def2-TZVPD basis.

Values from the calculation:
E_HOMO, eV: -4.18
Net charge: -1
Kohn-Sham gap, eV: 6.822
Calculated total energy, eV: -36670.435
Spin multiplicity: 1

Each line ends with the Löwdin charge.
Element x y z (Å)
C1 -0.86 -2.81 0.73  -0.182
C2 -0.69 -1.20 0.50  -0.417
C3 0.72 -0.80 -0.30  -0.857
I1 0.42 -0.93 -2.51  0.505
In1 1.16 1.38 0.33  0.151
P1 -0.13 3.08 -1.09  -0.003
S1 0.90 4.76 -0.95  -0.173
H1 -0.23 -3.48 -0.01  0.067
H2 -0.57 -3.04 1.86  0.074
H3 -2.01 -3.13 0.62  0.068
H4 -0.56 -0.69 1.58  0.068
H5 -1.64 -0.78 -0.06  0.095
H6 1.64 -1.49 0.03  0.031
H7 2.96 1.67 0.29  -0.112
H8 0.67 1.54 2.06  -0.115
H9 -1.50 3.27 -0.60  -0.096
H10 -0.29 2.64 -2.48  -0.105

No. 3
Computed, not measured: a gas-phase ion, C2H5N4O (charge +1) in a non-equilibrium geometry, with the ωB97M-V functional and the def2-TZVPD basis.

Values from the calculation:
E_HOMO (spin up / spin down), eV: -12.83 / -13.45
Net charge: +1
Kohn-Sham gap (spin up / spin down), eV: 5.677 / 6.751
Calculated total energy, eV: -10149.389
Relative energy (zero: lowest compared OMol25 entry of this formula, charge and spin), kcal/mol: 157.9
Spin multiplicity: 1

Each line ends with the Löwdin charge.
Element x y z (Å)
C1 -0.05 0.73 -1.34  0.054
C2 0.01 -0.23 1.61  -0.463
N1 1.00 -1.58 -0.09  0.279
N2 1.04 -1.04 0.99  0.084
N3 -0.91 0.37 0.84  0.094
N4 -0.99 0.75 -0.49  -0.097
O1 0.02 0.07 2.77  0.169
H1 -0.19 1.04 -2.44  0.085
H2 1.68 -2.26 -0.36  0.135
H3 1.95 -0.97 1.52  0.221
H4 -1.56 0.78 1.57  0.217
H5 -1.96 1.22 -0.68  0.222

No. 4
Computed, not measured: 16 unconnected molecules or ions with the total composition H33O16 in a non-equilibrium geometry, with the ωB97M-V functional and the def2-TZVPD basis.

Values from the calculation:
E_HOMO, eV: -13.63
Net charge: +1
Kohn-Sham gap, eV: 10.653
Calculated total energy, eV: -33285.019
Relative energy (zero: lowest compared OMol25 entry of this formula, charge and spin), kcal/mol: 171.8
Spin multiplicity: 1

Each line ends with the Löwdin charge.
Element x y z (Å)
O1 -0.24 -1.90 2.82  0.118
H1 -0.16 -0.84 2.32  0.135
H2 0.13 -1.56 3.64  0.116
O2 0.41 -0.15 -4.20  0.114
H3 2.57 0.61 -0.75  0.046
H4 -0.22 -4.89 -0.45  0.066
O3 1.95 0.92 -0.13  -0.019
H5 1.39 1.37 -0.75  0.033
H6 2.33 -2.01 1.70  -0.033
O4 -2.25 2.39 -2.55  -0.074
H7 -2.79 2.80 -1.91  -0.008
H8 2.27 0.68 3.84  -0.036
O5 0.66 3.65 1.44  -0.106
H9 0.91 -0.78 -3.97  -0.078
H10 0.38 4.60 1.59  0.061
O6 3.20 0.79 2.22  -0.025
H11 2.62 1.29 1.63  0.050
H12 0.62 -2.41 2.51  0.173
O7 -3.50 3.53 0.66  -0.002
H13 -3.05 4.17 1.21  0.038
H14 -4.35 3.84 0.60  -0.012
O8 4.37 -2.34 1.34  0.029
H15 -2.96 1.76 -3.06  0.109
H16 4.61 -3.24 1.48  0.055
O9 1.83 -1.29 1.64  -0.002
H17 -0.24 3.17 1.37  0.060
O10 0.09 -4.70 0.48  -0.087
H18 -3.21 -1.07 -2.86  0.015
H19 0.94 -5.13 0.68  0.039
O11 -3.51 -0.18 -2.81  -0.016
H20 -3.33 0.29 -3.59  0.003
H21 -0.15 -0.51 0.58  0.094
O12 0.60 2.20 -2.80  -0.006
H22 3.88 0.25 1.85  0.060
H23 -1.52 -0.01 1.25  0.161
O13 1.60 0.95 4.44  -0.060
H24 1.96 1.43 5.21  0.064
H25 -0.18 1.82 -2.97  -0.072
O14 -0.45 0.10 1.29  -0.017
H26 0.44 3.12 -2.49  0.095
H27 2.29 -0.53 1.88  -0.042
O15 -1.61 -3.19 -3.55  -0.011
H28 -0.74 -3.26 -3.89  0.021
H29 -1.87 -2.46 -4.06  -0.010
O16 -3.63 -0.62 -0.16  0.039
H30 -2.83 -0.19 0.12  -0.001
H31 0.36 0.61 -3.75  -0.067
H32 4.60 -2.14 0.49  0.007
H33 -4.19 -0.96 0.42  -0.016

No. 5
Computed, not measured: a molecular structure, C20H46CeO3P4Se in a non-equilibrium geometry, with the ωB97M-V functional and the def2-TZVPD basis.

Values from the calculation:
E_HOMO (spin up / spin down), eV: -14.33 / -14.33
Net charge: +3
Kohn-Sham gap (spin up / spin down), eV: 3.817 / 3.199
Calculated total energy, eV: -143027.273
Relative energy (zero: lowest compared OMol25 entry of this formula, charge and spin), kcal/mol: 76.4
Spin multiplicity: 2
⟨S²⟩: 0.76

Each line ends with the Löwdin spin population.
Element x y z (Å)
Ce1 0.10 -0.03 0.94  0.679
P1 -2.33 -0.13 0.14  -0.009
P2 0.25 -2.51 0.54  -0.006
P3 0.07 2.45 0.49  -0.006
H1 1.67 -0.91 -1.40  0.013
C1 1.63 0.01 -0.87  0.183
C2 2.31 0.05 0.49  0.129
H2 2.78 -0.83 0.85  0.008
C3 -2.60 -0.17 -1.61  -0.005
C4 -3.22 -1.54 0.75  0.000
C5 -3.34 1.21 0.70  0.000
C6 1.93 -3.10 0.54  -0.002
C7 -0.55 -3.56 1.69  -0.001
C8 -0.35 -3.00 -1.08  -0.001
C9 1.69 3.17 0.44  -0.002
C10 -0.80 3.44 1.64  -0.001
C11 -0.59 2.89 -1.12  -0.001
H3 1.60 0.91 -1.43  0.013
H4 2.71 0.98 0.82  0.008
H5 -3.69 -0.22 -1.76  -0.001
H6 -2.14 -1.04 -2.09  0.000
H7 -2.21 0.73 -2.11  0.000
H8 -4.25 -1.40 0.40  0.000
H9 -3.22 -1.57 1.85  0.000
H10 -2.85 -2.49 0.38  0.000
H11 -4.36 0.96 0.36  0.000
H12 -3.06 2.18 0.28  0.000
H13 -3.35 1.29 1.80  0.000
H14 1.84 -4.17 0.36  0.000
H15 2.42 -2.93 1.51  0.000
H16 2.55 -2.66 -0.25  0.000
H17 -0.64 -4.53 1.19  0.000
H18 -1.55 -3.22 2.01  0.000
H19 0.07 -3.67 2.59  0.000
H20 -0.07 -4.06 -1.18  0.000
H21 0.10 -2.41 -1.89  0.000
H22 -1.44 -2.92 -1.15  0.000
H23 1.52 4.22 0.24  0.000
H24 2.34 2.75 -0.34  0.000
H25 2.21 3.06 1.41  0.000
H26 -0.76 4.46 1.25  0.000
H27 -0.31 3.41 2.63  0.000
H28 -1.85 3.15 1.77  0.000
H29 -0.42 3.97 -1.23  0.000
H30 -1.67 2.69 -1.20  0.000
H31 -0.08 2.35 -1.94  0.000
C12 0.97 0.07 -5.69  0.000
C13 2.08 -0.11 -4.83  0.001
C14 3.38 -0.06 -5.34  0.000
C15 3.61 0.19 -6.70  0.000
C16 2.51 0.38 -7.56  0.000
C17 1.22 0.32 -7.07  0.000
Se1 -0.83 0.02 -5.11  0.000
H32 -0.46 -0.26 -3.65  0.000
H33 1.91 -0.30 -3.78  0.001
H34 4.22 -0.20 -4.66  0.000
H35 4.62 0.23 -7.08  0.000
H36 2.68 0.57 -8.61  0.000
H37 0.37 0.47 -7.73  0.000
C18 -2.51 -1.19 4.55  0.000
O1 -1.08 -1.45 4.39  0.002
P4 -0.35 -0.22 3.70  0.002
O2 -0.37 0.61 5.10  0.000
C19 -0.54 2.04 4.96  0.000
O3 1.05 -1.14 3.48  -0.001
C20 2.25 -0.36 3.90  0.000
H38 -3.00 -2.12 4.35  0.000
H39 -2.86 -0.45 3.78  0.000
H40 -2.72 -0.82 5.53  0.000
H41 -1.43 2.22 4.33  0.000
H42 -0.69 2.46 5.91  0.000
H43 0.38 2.41 4.50  0.000
H44 2.26 0.58 3.32  0.000
H45 2.17 -0.20 4.96  0.000
H46 3.08 -0.95 3.65  0.000

No. 6
Computed, not measured: 3 unconnected molecules or ions with the total composition C4H10NO5 in a non-equilibrium geometry, with the ωB97M-V functional and the def2-TZVPD basis.

Values from the calculation:
E_HOMO (spin up / spin down), eV: -10.30 / -10.27
Kohn-Sham gap (spin up / spin down), eV: 10.199 / 6.180
Calculated total energy, eV: -16034.026
Relative energy (zero: lowest compared OMol25 entry of this formula, charge and spin), kcal/mol: 25.3
Spin multiplicity: 2
⟨S²⟩: 0.76

Each line ends with the Löwdin spin population.
Element x y z (Å)
O1 -2.24 -1.45 1.45  0.014
C1 -1.26 -1.85 0.80  0.014
C2 -0.25 -0.86 0.05  0.020
C3 0.76 -0.40 1.13  0.207
C4 1.89 0.55 0.40  0.107
O2 2.51 -0.09 -0.46  0.436
O3 2.14 1.56 1.10  0.182
N1 -0.97 0.26 -0.58  0.002
H1 -1.16 -2.86 0.53  0.001
H2 0.35 -1.36 -0.77  0.000
H3 0.28 0.40 1.80  0.007
H4 1.26 -1.08 1.74  0.005
H5 -0.58 1.10 -1.02  0.000
H6 -1.59 0.61 0.11  0.000
H7 1.57 3.28 0.45  0.002
H8 0.34 2.92 1.17  0.000
O4 0.59 3.33 0.35  0.002
H9 -0.53 -1.13 -2.43  0.000
H10 -2.02 -1.28 -2.81  0.000
O5 -1.09 -1.66 -2.99  0.000